This record from OMol25 describes an isolated molecule of C5H6O2 at a distorted geometry. The level of theory is ωB97M-V with the def2-TZVPD basis set.

```
13
Properties=species:S:1:pos:R:3:forces:R:3
O 2.18035 0.64948 -0.48726 0.460 -0.534 -0.683
O 0.61497 -0.93674 -0.66231 0.025 0.170 -0.285
C 1.79015 -0.40588 -0.95039 0.499 0.421 -0.067
C -1.07303 -1.08149 1.02308 0.414 0.327 0.171
C -0.66619 1.05798 -0.21343 -0.345 0.664 -0.502
C -0.91883 2.17494 -0.58044 -0.229 -0.355 -0.068
C -0.03503 -0.11228 0.36834 0.481 0.375 -0.435
H -1.17660 3.13923 -0.94361 -0.062 0.027 0.012
H -1.73253 -1.49863 0.23864 0.518 0.362 0.097
H 2.39160 -1.01706 -1.61968 -0.057 -0.165 -0.159
H -1.74539 -0.56866 1.71652 0.346 0.121 -0.025
H -0.62308 -1.93589 1.53698 0.170 0.288 -0.058
H 0.99360 0.53500 0.57356 -2.218 -1.700 2.003
```
Positions in Å, forces in eV/Å.

Summary:
Energy relative to the best compared isomer or geometry (same formula, charge and spin): 315.86 kJ/mol
Gap between HOMO and LUMO: 0.389 hartree
LUMO energy: 0.9569 eV
Total charge: 0
Structure (SMILES): C#C[C@@H](C)OC=O

Results of the Löwdin charge analysis, in e, for atoms 1 through 5: O 0.050; O 0.003; C -0.316; C -0.024; C -0.117